1.
A molecular structure, C46H56ClFeN4O5 at a distorted geometry. Source: OMol25; level of theory: ωB97M-V/def2-TZVPD.

Structure (XYZ):
```
113
Properties=species:S:1:pos:R:3
H -5.026 0.820 -4.148
O 0.204 -1.581 -2.732
H -4.465 -1.577 -4.107
O 0.153 -3.254 -1.075
H 3.483 -1.207 -4.731
C -2.932 0.128 0.883
H 2.801 2.379 5.351
H -1.663 -3.857 0.893
C -0.574 -6.017 0.292
H -5.414 0.790 -2.424
H -6.098 -1.349 -3.454
H 2.112 -1.988 3.698
C -3.112 -0.285 4.571
N -1.415 0.734 -1.626
H -3.198 0.606 -5.629
H -6.006 0.751 1.011
C 3.554 1.063 -2.280
N 1.429 1.148 -1.398
H -2.763 -1.913 5.973
C 2.647 -4.160 2.394
C 1.349 1.148 -2.735
H -6.108 0.894 2.767
C -2.331 0.953 -3.723
H -3.769 2.935 -4.881
H 4.847 -1.336 -2.582
C -2.679 -1.717 4.904
H -1.647 -1.878 4.596
C 5.024 0.795 -2.295
C 2.443 1.391 1.384
H 4.384 3.035 3.678
H -4.715 -1.646 -2.374
H -0.283 -7.024 -0.004
H 1.417 -1.376 2.179
H 1.485 4.301 4.459
H 0.229 1.319 -4.514
H -1.478 -6.088 0.894
Cl -0.363 -1.945 -1.445
C 1.798 2.218 4.951
H 0.354 -2.007 3.421
C -4.773 0.351 -3.194
H 6.066 1.171 3.933
C 0.150 1.189 -3.444
O -0.923 -2.058 1.347
C 0.390 -4.043 1.572
H -5.182 -1.387 3.038
C -5.036 -0.854 2.094
C 0.755 1.256 2.758
C -3.338 0.608 -2.872
C -5.038 -1.152 -3.287
H 1.753 -0.918 -4.742
H 5.545 1.476 -1.617
C -2.444 1.255 -5.181
H 4.802 -0.834 -0.900
H 2.702 -0.710 -6.234
N -1.694 0.556 1.221
H 4.738 -5.573 0.866
C -2.835 2.720 -5.396
C -3.436 0.127 -0.407
H -4.178 -0.172 4.786
H 4.279 1.474 0.329
H 4.507 0.766 4.661
C 4.198 -6.009 1.709
H -2.074 3.383 -4.989
H 5.423 0.949 -3.302
H -2.565 0.415 5.208
H 3.966 1.176 -5.023
H -7.115 -0.285 1.919
H 4.916 2.413 2.118
C 2.702 -0.580 -5.152
C -3.671 -0.250 2.073
H -0.003 3.379 4.662
H 1.317 1.458 5.572
H 3.466 -3.708 2.937
C 5.015 0.973 3.720
O -1.807 -2.119 -1.606
O 1.539 -1.183 0.061
C 0.532 -5.342 1.042
C -2.851 0.009 3.129
H -2.962 2.944 -6.455
H 0.942 3.861 6.085
C 3.213 1.333 0.216
H 6.345 -0.854 -1.773
C -0.802 -3.275 1.256
H 4.947 0.084 3.096
C -1.121 1.003 -2.926
H -3.302 -2.431 4.368
C 2.745 1.153 -1.073
C 1.003 3.524 5.050
C 2.935 1.821 2.675
C -0.489 0.918 3.285
H 2.270 1.526 -5.363
C 1.449 -3.470 2.301
C -2.737 0.473 -1.564
C 2.837 -5.382 1.768
H 4.768 -5.811 2.615
N 1.132 1.081 1.470
H -4.471 -0.160 -0.529
H -0.789 -5.430 -0.598
H -5.112 -1.584 1.284
C 1.753 -5.981 1.142
H -0.574 0.952 4.364
H -1.498 1.055 -5.684
C 2.939 0.887 -4.779
C 2.678 1.083 -3.323
C -1.603 0.504 2.566
C 4.352 2.163 3.019
Fe 0.117 -0.367 -0.125
C -6.138 0.194 1.935
C 5.279 -0.650 -1.858
C 1.870 1.760 3.530
H 1.878 -6.960 0.698
H 4.129 -7.083 1.549
C 1.328 -2.138 2.958
```

Computed properties:
Gap between HOMO and LUMO (alpha / beta)   4.772 / 5.389 eV
⟨S²⟩   6.121
Net charge   -1
Multiplicity   5
E_tot   -4105.36787 Eh

Löwdin atomic charge list, values in e, 2 entries: 0.10 -0.35

2.
C2H2ClN in the gas phase at a distorted geometry. Source: OMol25; level of theory: ωB97M-V/def2-TZVPD.

Structure (XYZ):
```
6
Properties=species:S:1:pos:R:3
Cl 1.428 1.403 -1.211
C -0.323 -0.691 0.417
N -0.928 0.712 0.160
C 0.210 0.719 -0.347
H 0.267 -0.849 1.374
H -0.654 -1.293 -0.394
```

Computed properties:
Gap between HOMO and LUMO   9.791 eV
Net charge   0
Multiplicity   1
E_tot   -592.23533 Eh
Relative energy (zero: lowest compared OMol25 entry of this formula, charge and spin)   58.5 kcal/mol

natural (NBO) atomic charge list, values in e, 2 entries: 0.14 -0.34

3.
A molecular structure, C27H17BF14N2O6Sc at a distorted geometry. Source: OMol25; level of theory: ωB97M-V/def2-TZVPD.

Structure (XYZ):
```
68
Properties=species:S:1:pos:R:3
C -12.369 -13.721 1.542
C -10.146 -8.455 6.153
F -15.126 -9.504 0.995
H -18.258 -9.628 6.345
H -12.996 -15.220 0.059
C -12.134 -8.217 7.731
H -11.240 -15.008 0.328
H -12.082 -15.857 1.507
O -13.054 -7.177 2.516
F -11.063 -6.240 3.129
O -9.765 -8.418 4.989
C -14.069 -7.112 6.819
H -11.624 -8.509 8.632
C -16.101 -8.332 4.062
F -14.874 -5.782 1.026
C -14.358 -7.709 2.322
F -14.269 -7.925 -0.175
F -8.253 -10.650 3.945
F -16.440 -7.187 1.353
H -14.485 -13.997 1.967
H -18.730 -8.564 4.953
O -13.113 -5.061 3.848
C -11.370 -11.659 2.296
C -13.711 -12.142 2.708
F -9.380 -12.534 3.956
H -10.334 -13.220 1.205
F -12.297 -5.030 1.620
O -14.627 -4.832 5.486
C -9.478 -11.193 3.794
F -15.861 -5.908 2.911
F -8.153 -9.994 1.305
Sc -11.439 -8.397 3.564
C -15.350 -6.623 1.901
C -11.255 -12.907 1.714
H -9.823 -8.734 7.945
O -10.341 -9.444 2.405
H -16.807 -7.717 3.553
H -17.970 -7.835 6.273
C -14.196 -8.569 0.988
C -13.244 -6.689 5.656
C -9.042 -11.044 1.361
C -14.455 -10.245 5.186
C -13.540 -7.860 7.793
C -13.628 -13.335 2.026
C -15.741 -10.033 5.713
N -12.192 -7.548 5.388
C -10.088 -10.795 2.433
F -9.572 -11.052 0.140
H -14.128 -8.087 8.687
C -11.540 -8.048 6.464
C -13.589 -5.589 4.989
C -16.577 -9.083 5.141
C -12.199 -15.048 0.802
H -16.039 -10.705 6.519
C -17.967 -8.803 5.718
C -14.835 -8.550 3.482
F -8.356 -12.214 1.490
H -15.110 -6.867 6.901
N -12.801 -9.991 3.432
O -9.309 -8.835 7.121
F -10.262 -10.781 4.843
H -14.650 -11.791 3.132
H -13.884 -11.061 5.555
B -12.464 -5.809 2.727
H -14.766 -4.198 4.744
F -13.015 -9.125 1.021
C -14.038 -9.609 4.015
C -12.636 -11.292 2.873
```

Computed properties:
Gap between HOMO and LUMO   6.236 eV
Net charge   -1
Multiplicity   1
E_tot   -3784.24534 Eh
Relative energy (zero: lowest compared OMol25 entry of this formula, charge and spin)   4.2 kcal/mol

natural (NBO) atomic charge list, values in e, 2 entries: -0.07 0.81

4.
A molecular structure, C15H12IN4O3S3Tl. Source: OMol25; level of theory: ωB97M-V/def2-TZVPD.

Structure (XYZ):
```
39
Properties=species:S:1:pos:R:3
H 2.244 -1.985 2.822
C 0.451 -1.287 2.383
O -2.840 1.495 -0.233
C -0.996 1.325 -2.393
H 2.569 -1.283 -3.260
N 1.264 -2.217 2.956
I -2.118 -1.445 3.980
C 2.209 -3.159 0.317
Tl 1.847 0.449 -0.221
S 0.799 -2.345 -0.317
C -1.620 1.645 -0.169
H 1.079 -3.177 2.686
O 0.793 -0.123 2.232
C -1.079 2.223 1.130
H 1.632 -2.213 -5.375
C -1.885 2.161 2.263
H 0.260 3.697 4.371
S 2.079 -4.795 0.765
C 1.072 -1.487 -4.799
H -1.081 -2.772 1.904
C -0.975 -1.720 2.137
C -1.409 2.677 3.451
C -0.157 3.278 3.463
H -1.461 -1.084 1.407
N 0.120 2.797 1.136
C -0.193 -1.068 -5.194
C -0.868 -0.149 -4.414
N -0.707 1.263 -1.083
H -2.855 1.690 2.184
C 0.559 3.317 2.279
S 3.654 -2.257 0.501
H -1.994 2.599 4.360
H -1.860 0.205 -4.655
C 1.603 -0.960 -3.634
H -0.643 -1.459 -6.100
N 0.962 -0.061 -2.892
C -0.250 0.330 -3.260
O -1.745 2.115 -2.972
H 1.541 3.779 2.244
```

Computed properties:
Gap between HOMO and LUMO   4.791 eV
Net charge   -2
Multiplicity   1
E_tot   -2688.44472 Eh
Relative energy (zero: lowest compared OMol25 entry of this formula, charge and spin)   0.0 kcal/mol

natural (NBO) atomic charge list, values in e, 2 entries: 0.42 0.68

5.
A molecular structure, C38H35N6O13Sr at a distorted geometry. Source: OMol25; level of theory: ωB97M-V/def2-TZVPD.

Structure (XYZ):
```
93
Properties=species:S:1:pos:R:3
O 1.504 -5.948 2.285
H 4.335 7.311 2.610
H -0.039 -2.325 2.102
H -5.479 -0.139 -4.282
H -0.237 0.734 -0.144
H -0.221 -4.419 -3.189
H -4.856 1.130 -2.194
C 0.797 0.571 -0.447
C 1.155 1.594 -4.206
C -1.639 -2.610 0.695
C -2.236 -0.977 -3.993
C 0.523 -5.884 -0.254
O 0.046 -2.156 6.081
C -2.791 -4.032 2.857
H 1.180 1.356 -1.100
O 6.799 4.789 0.823
O 0.709 4.789 -8.036
O -0.311 5.945 -6.441
C -2.601 1.949 5.115
O -0.006 -1.446 -4.366
C 1.388 -4.859 0.195
C -1.015 -2.758 1.935
C -1.914 -0.214 6.026
H -3.789 0.842 6.447
O 2.314 -0.892 1.066
H -3.830 -1.399 -5.476
H -3.236 2.816 5.008
H -3.302 -4.617 3.606
H 1.340 4.560 3.499
H 1.948 0.650 -5.959
Sr 3.601 -1.921 2.982
H 1.578 2.644 -7.438
O 6.484 6.901 1.294
H 1.477 -2.772 -2.390
C -4.461 -0.103 -3.924
H 1.464 0.849 1.596
C -4.104 0.599 -2.758
H -0.354 4.560 -4.107
H 2.257 6.709 3.623
N -4.740 -4.697 1.388
O -1.476 -2.778 -5.279
N 0.294 4.925 -6.873
N -1.167 -1.784 -4.608
O 2.465 -4.057 2.094
H -1.216 2.922 3.803
H -0.750 -6.427 -1.823
C -1.913 -0.273 -2.840
H -1.174 -1.951 -0.024
H -0.905 -0.376 -2.466
H -3.516 -3.040 -0.318
H 0.131 2.849 -2.718
N 6.137 5.707 1.316
N 1.814 -4.970 1.575
C 0.200 3.778 -4.606
C -2.920 -3.201 0.568
H 4.846 3.195 1.404
H 2.757 2.648 2.561
C 1.161 -3.609 -1.786
H 1.342 0.651 -3.714
O 1.225 -1.257 4.494
C -1.580 -3.454 3.006
H 0.789 -0.395 -0.952
C -3.430 -3.970 1.608
C -2.868 0.540 -2.228
C 0.583 3.772 -5.978
C 4.073 6.263 2.621
C -0.765 -0.162 5.217
C 1.875 0.405 0.690
C 0.242 -4.567 -2.225
H -2.199 -1.017 6.690
C 1.537 1.567 -5.563
C 1.234 2.652 -6.415
C -2.839 0.855 5.935
C 4.900 5.275 2.010
C -0.053 -5.691 -1.450
H 2.816 0.918 0.490
C -3.527 -0.930 -4.551
C 1.836 -3.833 -0.624
O -5.413 -4.432 0.362
C -0.529 1.000 4.428
C 0.431 2.727 -3.748
C 4.384 3.958 2.013
O -5.092 -5.491 2.261
C 3.145 3.652 2.646
C 2.325 4.690 3.075
H -2.659 1.048 -1.298
H 0.131 -6.640 0.410
H -1.035 -3.532 3.935
C 2.855 5.939 3.157
N 0.274 -1.240 5.339
H 2.580 -3.114 -0.312
H 0.405 1.141 3.906
C -1.499 1.984 4.258
```

Computed properties:
Gap between HOMO and LUMO   6.719 eV
Net charge   +1
Multiplicity   1
E_tot   -2805.56841 Eh
Relative energy (zero: lowest compared OMol25 entry of this formula, charge and spin)   76.1 kcal/mol

Löwdin atomic charge list, values in e, 2 entries: 0.10 0.12

6.
A gas-phase ion, C4H6NO3 (charge -1). Source: OMol25; level of theory: ωB97M-V/def2-TZVPD.

Structure (XYZ):
```
14
Properties=species:S:1:pos:R:3
C 0.114 -0.860 -1.511
H -1.282 1.343 2.379
C 0.860 0.390 1.212
H -0.841 -0.748 1.363
H -0.730 1.074 -1.071
C -0.825 0.056 -0.665
H 1.580 -0.169 0.616
O 1.201 1.116 2.125
O -0.448 -1.729 -2.192
H -1.846 -0.252 -0.874
C -0.596 0.191 0.832
N -1.491 1.203 1.399
O 1.339 -0.620 -1.385
H -1.262 2.077 0.939
```

Computed properties:
Gap between HOMO and LUMO   8.228 eV
Net charge   -1
Multiplicity   1
E_tot   -436.55748 Eh
Relative energy (zero: lowest compared OMol25 entry of this formula, charge and spin)   26.2 kcal/mol

natural (NBO) atomic charge list, values in e, 2 entries: 0.77 0.36